[1]
This record from OMol25 describes a 8-piece molecular cluster, C29H72BFIO9 overall. The level of theory is ωB97M-V with the def2-TZVPD basis set.

lowest unoccupied orbital energy	2.09	eV
charge	-1
HOMO-LUMO gap	6.6	eV
maximum force	0.67	eV/A
energy	-61165.1564	eV

Element x y z (Å)
1 C -7.7773 7.9170 -0.8660
2 H -2.2933 0.3415 -2.9788
3 H 3.4846 -7.1840 0.9420
4 H -4.0872 2.1633 3.5658
5 H -0.4956 2.4567 -3.4430
6 C 0.6916 -0.5541 0.7295
7 C -0.2806 0.6306 -4.5550
8 H 2.5727 -3.5988 5.8538
9 H -2.7977 2.9878 -4.1423
10 C 1.1040 -3.0011 4.3856
11 C -4.0541 6.6528 -1.2416
12 C -3.0436 5.8244 -2.0213
13 H 1.1419 0.9989 2.6905
14 H -8.8988 9.3881 0.2702
15 H 0.5946 -3.8543 4.8200
16 I 1.3497 -3.6515 2.3255
17 H -0.2312 -1.8386 5.5046
18 H 4.7254 -8.2374 0.2368
19 C 4.5560 -7.2887 0.7490
20 C 2.4573 -2.8370 5.0831
21 O -0.6898 -2.5302 -3.6281
22 C 0.6139 0.4729 -0.3837
23 H -2.1328 2.7183 2.2331
24 H -0.1667 0.1718 -1.0776
25 H -8.8744 9.1209 -2.3015
26 H 11.0805 -7.0244 -0.3845
27 H -8.0032 8.2221 1.2592
28 H 1.5734 0.5387 -0.8941
29 H -2.5751 4.1739 4.1201
30 F 2.0052 -0.6082 1.2126
31 B 0.0746 1.7349 4.8558
32 H 1.2131 2.1913 4.5913
33 H 0.2197 1.0573 -5.4282
34 C 10.8428 -8.0631 -0.6297
35 H 1.7569 -2.7275 -1.3028
36 C 0.2819 0.4294 3.0543
37 H -5.4784 3.2500 3.3883
38 O -0.6191 1.3650 3.5863
39 C 8.8865 -7.3657 -2.0539
40 H 8.7765 -6.9688 0.5063
41 H 0.3510 1.4566 0.0024
42 C -0.2947 -4.3939 -2.1230
43 C -8.5641 8.0848 -2.1573
44 H -0.8737 -1.1823 2.0931
45 H 5.0653 -7.3179 1.7119
46 H -2.4900 5.5202 2.9862
47 H 0.4742 0.2318 -3.8790
48 H -0.7056 -2.3482 -1.6246
49 H -5.0105 2.1678 2.0622
50 H 9.0666 -6.3068 -1.8492
51 C -0.3192 -0.2754 1.8496
52 H -6.8642 8.5125 -0.9191
53 O -2.6265 3.2576 1.5954
54 H -0.5682 2.5044 5.5507
55 H -4.2381 4.4737 1.5721
56 H -0.2001 -2.9947 -4.3148
57 H 2.5429 -1.8604 5.5487
58 O 4.8778 -4.8915 0.6259
59 H -1.7776 2.7629 -5.5785
60 H 4.7451 -5.2068 -2.0145
61 C 9.3499 -8.2154 -0.8799
62 H -0.9116 5.4898 -2.1368
63 H 9.1218 -9.2637 -1.0797
64 H -1.5026 5.8222 -0.5110
65 O 0.3180 0.3550 5.4179
66 H 1.8460 -0.3929 4.2748
67 H -9.4851 7.7264 0.4409
68 H 3.2887 -2.9721 4.3975
69 H 7.8165 -7.4939 -2.2192
70 H 9.4154 -7.6315 -2.9704
71 H 3.2917 -5.9119 -1.3076
72 C 4.3689 -6.0512 -1.4362
73 H -3.2578 4.2079 -0.9679
74 H -0.6740 -1.9615 3.8282
75 O -3.3429 4.4381 -1.9027
76 O -1.7156 1.0509 -2.6769
77 C -0.1260 -2.9022 -2.3648
78 H -8.1044 6.0023 -0.6699
79 C -8.5880 8.3451 0.3479
80 H 0.0896 -4.6789 -1.1423
81 H 6.1337 -6.2126 -0.2250
82 H -1.0485 0.4241 1.4405
83 C -3.1549 4.7645 3.4064
84 O 8.6078 -7.8930 0.2928
85 H 0.2470 -4.9643 -2.8840
86 H -9.4603 7.4582 -2.1381
87 C -3.6986 3.8654 2.3047
88 H -7.9621 7.7782 -3.0127
89 C -2.2119 2.2637 -4.7094
90 C -1.6167 6.0928 -1.5638
91 H -5.0663 6.4482 -1.5827
92 H 4.5302 -6.9674 -2.0078
93 C 0.1752 -1.7994 4.4931
94 H -0.8992 -0.2073 -4.8795
95 H 11.4235 -8.3481 -1.5083
96 C 1.3331 -2.4864 -2.2788
97 H -3.8555 7.7227 -1.3470
98 H -1.3465 -4.6757 -2.1793
99 H -3.1327 6.0528 -3.0863
100 H -2.8900 1.4821 -5.0660
101 H 3.9303 -4.7801 0.7698
102 H 11.1542 -8.6831 0.2109
103 H -1.3531 7.1461 -1.6811
104 C 0.7494 -0.4032 4.3035
105 H 0.4821 -1.5443 0.3211
106 H -4.0148 6.3990 -0.1786
107 H -3.9622 5.2678 3.9436
108 H 1.4382 -1.4150 -2.4407
109 C 5.0559 -6.1148 -0.0789
110 H 1.9185 -3.0037 -3.0461
111 C -1.1336 1.6581 -3.8261
112 O -7.3301 6.5727 -0.7224
113 C -4.6311 2.8012 2.8651

[2]
This record from OMol25 describes a 8-piece molecular cluster, C29H73ClNO17P overall. The level of theory is ωB97M-V with the def2-TZVPD basis set.

lowest unoccupied orbital energy	0.34	eV
SMILES	O=C(O)NP(O)Cl.COCCOC.COCCOC.COCCOC.COCCOC.COCCOC.COCCOC.COCCOC
HOMO-LUMO gap	9.3	eV
maximum force	0.54	eV/A
energy	-89358.5650	eV

Element x y z (Å)
1 C -2.0585 -4.3932 4.6189
2 H 2.0027 -8.3397 9.0544
3 H -2.3678 0.6011 -2.6828
4 C 0.9992 -8.6870 8.7899
5 H 5.4575 9.3168 -2.1965
6 H 2.6209 -4.8947 -7.8264
7 H -0.9075 -8.1107 5.3822
8 C 1.9208 -2.2867 -5.2882
9 H -3.6821 -5.8349 8.0216
10 H -3.4087 -5.9266 4.0086
11 C -3.9936 -5.3454 7.0998
12 C -4.9716 1.6875 -5.4917
13 H 1.1359 -7.9461 6.7793
14 C -5.9233 0.9459 -7.5324
15 C -0.9400 2.9777 -2.6247
16 H -7.2232 -0.7437 -7.2699
17 C 0.4980 3.3242 -2.9348
18 C -1.5960 0.8427 -3.4232
19 H 4.2000 -2.6074 -4.5247
20 H -4.3308 0.8035 -5.5229
21 C 0.9335 -8.8928 7.2921
22 C -1.1121 -8.2427 9.7774
23 H -1.2661 -7.5798 7.0431
24 C 2.7574 5.1715 0.2690
25 H 4.5859 4.1826 3.4107
26 O -6.1538 1.5006 -6.2503
27 H 0.6374 1.7397 -4.9565
28 H 3.8409 5.2670 -1.2861
29 C 5.6075 10.3786 -2.4058
30 H 4.9212 -1.1865 -5.2956
31 O -3.2699 -5.9425 6.0397
32 O 2.9988 -1.5576 -5.8471
33 H 5.8954 -3.2152 -6.2098
34 C 4.5327 10.0323 -4.4919
35 C -0.9498 2.8231 4.0955
36 C 4.8928 -2.9212 -6.5349
37 O 4.6735 10.8622 -3.3521
38 H -1.5318 -9.0193 9.1342
39 H -0.5369 2.6652 6.1977
40 O 4.2573 3.3068 3.1702
41 H -0.4035 3.7668 3.9931
42 H -1.6427 0.4423 3.4054
43 C -1.4756 0.4225 6.2664
44 H -2.1204 -3.8945 3.6467
45 C -1.2074 -8.4456 6.3817
46 H -6.3162 -0.7749 -5.0073
47 H 0.8239 -9.6378 9.3038
48 O 1.3130 2.1645 -3.0312
49 H -1.5077 3.9045 -2.5013
50 C 1.5537 1.7450 -4.3611
51 H -4.8978 1.1488 -7.8590
52 H 3.8829 -4.1314 -8.8145
53 H -1.8478 0.3541 -4.3640
54 H -2.1929 -8.9018 6.3152
55 O 1.6794 4.9232 -0.1863
56 N 3.1014 4.9401 1.6147
57 H 6.6338 10.5336 -2.7570
58 H -0.5190 0.2750 5.7602
59 O -0.3106 -9.4250 6.8765
60 P 3.0516 3.2588 2.0872
61 H 3.2256 8.5748 -5.3373
62 H 0.8919 3.9357 -2.1205
63 H -2.0838 -0.4711 6.1335
64 H 4.4276 10.6864 -5.3626
65 H -6.0582 -0.8998 -8.5948
66 H 2.4123 9.7507 -4.2923
67 H -2.0231 3.5410 5.7944
68 H -0.0186 -0.0874 2.9195
69 H -6.6043 1.4405 -8.2319
70 H 4.9921 -2.3525 -7.4653
71 O -0.0742 1.7809 3.7041
72 H 2.8834 9.6206 -1.9095
73 H 5.4310 9.4224 -4.6341
74 H -1.8186 2.8642 3.4306
75 H -5.0708 -5.4948 6.9686
76 C 2.6988 8.5783 -2.1800
77 H 1.7103 -9.6068 7.0012
78 H 0.0371 -3.6745 6.2820
79 H 3.9964 5.3822 1.8055
80 H 1.0165 -2.0029 -5.8244
81 C 3.3141 9.1401 -4.4045
82 H 2.7244 -3.1235 -7.9096
83 H -4.9925 -1.9504 -4.8638
84 C -0.7018 0.7599 2.9503
85 H 2.2917 2.3948 -4.8450
86 H -1.2969 0.5737 7.3374
87 H -1.1350 -3.0415 7.4557
88 H -1.1846 -5.0532 4.6047
89 C 4.2719 -2.0509 -5.4647
90 O 0.0804 -7.7046 9.2380
91 H -4.1949 -4.5563 4.8090
92 H -4.4062 2.5509 -5.8566
93 Cl 4.0818 2.3882 0.4609
94 O 3.4115 8.2033 -3.3462
95 H 5.4625 10.9453 -1.4876
96 C -6.1889 -0.5433 -7.5685
97 H 1.6227 8.4274 -2.3186
98 H -0.6320 0.4660 -3.0730
99 O -1.9013 -3.3894 5.6065
100 O -2.1934 1.5160 5.7235
101 C -5.8224 -1.6225 -5.4878
102 C -1.4058 2.6766 5.5308
103 H -6.5375 -2.4471 -5.5842
104 O -1.5575 2.2353 -3.6665
105 H 0.5524 3.9035 -3.8632
106 O 4.1530 -4.1090 -6.7573
107 O -5.2882 -1.2698 -6.7498
108 C 3.3039 -4.0492 -7.8881
109 H -1.8279 -7.4262 9.8611
110 C -0.9965 -3.7468 6.6376
111 H -0.8912 1.0959 1.9247
112 H -1.1777 -4.7586 7.0074
113 H -0.9352 -8.6589 10.7753
114 O 3.7799 5.7320 -0.4330
115 H 1.9547 0.7329 -4.3215
116 H 2.0693 -3.3644 -5.3854
117 H -0.9913 2.4227 -1.6820
118 H 3.0419 7.9344 -1.3741
119 H -5.2666 1.8743 -4.4608
120 H -3.7864 -4.2758 7.1770
121 H 1.7957 -2.0352 -4.2288
122 C -3.3155 -5.2080 4.8287